Run one
25
Properties=species:S:1:pos:R:3 method="wB97M-V/def2-TZVPD" lumo_energy_ev=0.9 smiles="CCC(C)(N)N.CC=O" homo_lumo_gap_ev=8.737
O 2.1027 0.5224 -1.1656
N -0.2544 2.2327 -0.0812
N -0.7794 0.6247 -1.6533
C 2.4193 0.0147 -0.1017
C 2.7403 -1.4366 0.0719
C -0.9789 1.0487 -0.3294
C -2.4563 1.2351 -0.0291
C -0.4280 -0.2940 0.8888
C -0.8709 -1.6737 0.4329
H -2.5963 1.6193 0.9762
H -2.8727 1.9533 -0.7326
H 2.6059 0.6477 0.7831
H -0.8458 -2.4056 1.2445
H -1.8962 -1.6575 0.0558
H 2.4134 -1.7951 1.0466
H -1.3161 -0.2004 -1.8825
H 3.8257 -1.5523 0.0193
H 0.5556 -0.3099 1.3582
H -0.2541 -2.0407 -0.3888
H 2.2942 -2.0344 -0.7204
H 0.7011 2.1642 -0.4276
H 0.2085 0.4940 -1.8717
H -1.0345 0.0311 1.7361
H -0.2978 2.5203 0.8881
H -2.9855 0.2919 -0.1177

Run two
25
Properties=species:S:1:pos:R:3 method="wB97M-V/def2-TZVPD" lumo_energy_ev=0.8 smiles="CC(=O)[C@@H](C)N.CNC" homo_lumo_gap_ev=9.515
O -1.2588 -0.1434 -1.4898
N 0.9065 1.4906 0.1124
N 1.0598 -1.4495 -0.5615
C -0.7844 -3.0038 -0.1977
C -2.2924 -0.1782 0.6604
C 1.1626 2.1816 -1.1383
C -0.2222 -1.6077 0.0984
C -1.2585 -0.5807 -0.3639
C 1.6466 2.0400 1.2311
H 1.4391 3.1015 1.4131
H 0.9168 -1.4895 -1.5680
H -2.8245 0.7144 0.3360
H 1.4161 -0.5178 -0.3505
H -1.8351 -0.0166 1.6346
H -0.0852 1.5461 0.3131
H -3.0128 -0.9936 0.7554
H 0.9564 3.2581 -1.0865
H -0.0583 -1.5047 1.1751
H 0.5363 1.7396 -1.9096
H 2.7133 1.9279 1.0325
H 1.4028 1.4784 2.1296
H -1.6701 -3.2066 0.4022
H -1.0433 -3.0858 -1.2521
H -0.0194 -3.7443 0.0318
H 2.2085 2.0438 -1.4079

Short version: run two is the most stable of them.

Run one
25
Properties=species:S:1:pos:R:3 method="wB97M-V/def2-TZVPD" lumo_energy_ev=1.0 smiles=CC[C@H](O)[C@H](N)[C@@H](C)N homo_lumo_gap_ev=9.340
O -0.5241 -0.6644 -1.9758
N 1.5732 -1.5691 -0.5546
N 0.2775 1.9042 0.3595
C 2.8117 0.3342 0.4775
C -2.0460 -0.7784 0.0605
C 1.6930 -0.1147 -0.4501
C -2.9638 0.1095 0.8764
C 0.1375 0.5020 0.1490
C -0.8636 0.0875 -0.8739
H -3.7772 -0.4673 1.3212
H -1.5378 -1.5270 0.6691
H -2.4244 0.6153 1.6778
H 2.6459 -0.0435 1.4888
H -3.4252 0.8706 0.2460
H -1.4171 0.9545 -1.2540
H 0.1131 -1.3604 -1.6807
H 0.2981 2.4263 -0.5080
H -2.6013 -1.3022 -0.7178
H 2.3863 -1.9790 -1.0078
H 1.8626 0.2878 -1.4527
H 3.7899 -0.0177 0.1351
H 2.8394 1.4205 0.5221
H 1.5064 -1.9785 0.3728
H 0.0597 0.0149 1.1219
H -0.4139 2.2750 0.9978

Run two
25
Properties=species:S:1:pos:R:3 method="wB97M-V/def2-TZVPD" lumo_energy_ev=1.0 smiles="[H]/N=C(/OCC)C(C)C.N" homo_lumo_gap_ev=10.595
O -0.4019 -0.0026 0.6094
N 0.2809 -1.2113 -1.1925
N -1.7056 0.5315 -2.7313
C 1.9189 -0.4185 0.5085
C 2.2758 1.0589 0.6673
C 1.9256 -1.1320 1.8623
C 0.5418 -0.5716 -0.1258
C -2.6376 0.9629 0.3831
C -1.8320 -0.3171 0.3491
H -1.0002 -0.1136 -2.3870
H 1.6874 -2.1877 1.7419
H 3.2577 1.1641 1.1257
H -2.3736 1.6060 -0.4513
H 1.0974 -1.5690 -1.6634
H -2.4431 1.5030 1.3085
H 2.6517 -0.8953 -0.1533
H 1.1914 -0.6796 2.5235
H 2.9098 -1.0554 2.3209
H -3.6958 0.7194 0.3213
H -2.0941 -0.9805 1.1790
H 1.5406 1.5507 1.2998
H -1.2088 1.2989 -3.1641
H -2.2257 0.0477 -3.4524
H 2.2849 1.5596 -0.3000
H -1.9455 -0.8684 -0.5790

Short version: run two is the most stable of them.